A 9-piece molecular cluster, C34H72F15N4O16S3 overall, computed with wB97M-V/def2-TZVPD.

LUMO level: 1.6 eV
Net charge: -1

Each line ends with the Löwdin charge.
CARTESIAN COORDINATES (ANGSTROEM)
C: 12.101 23.847 13.320  -0.001
N: 11.154 22.827 13.852  -0.303
C: 9.805 23.118 13.350  -0.001
C: 11.534 21.500 13.302  -0.016
C: 11.195 22.800 15.381  -0.128
C: 10.173 23.385 16.149  -0.307
O: 8.953 22.770 16.028  -0.053
H: 11.949 24.824 13.827  0.127
H: 12.001 23.930 12.250  0.082
H: 13.104 23.568 13.580  0.089
H: 9.280 23.959 13.806  0.113
H: 9.149 22.278 13.381  0.100
H: 10.011 23.249 12.289  0.111
H: 11.711 21.634 12.222  0.068
H: 10.814 20.757 13.567  0.071
H: 12.628 21.311 13.625  0.132
H: 12.169 23.183 15.655  0.134
H: 11.273 21.800 15.592  0.102
H: 9.951 24.453 15.879  0.141
H: 10.584 23.444 17.189  0.150
H: 9.048 21.821 15.775  0.053
C: 14.424 19.069 11.504  0.046
N: 13.207 18.181 11.122  -0.263
C: 12.385 18.961 10.142  0.013
C: 13.796 16.860 10.533  0.030
C: 12.317 18.007 12.356  -0.075
C: 12.946 17.512 13.658  -0.195
O: 13.721 16.329 13.368  -0.107
H: 15.090 19.180 10.610  0.121
H: 14.907 18.659 12.333  0.072
H: 14.019 20.088 11.643  0.087
H: 11.419 18.498 10.195  0.098
H: 12.717 18.816 9.092  0.115
H: 12.421 19.969 10.412  0.052
H: 14.258 16.963 9.549  0.103
H: 13.029 16.033 10.461  0.118
H: 14.575 16.530 11.211  0.067
H: 11.626 17.239 12.004  0.131
H: 11.724 18.884 12.566  0.111
H: 12.186 17.341 14.445  0.085
H: 13.612 18.235 14.098  0.092
H: 14.029 15.862 14.168  0.029
C: 15.019 18.084 19.148  0.007
N: 14.672 16.894 18.236  -0.278
C: 13.406 16.194 18.704  0.021
C: 14.623 17.467 16.863  0.017
C: 15.828 15.920 18.568  -0.105
C: 16.035 14.811 17.641  -0.286
O: 14.901 14.045 17.490  -0.089
H: 14.177 18.756 19.072  0.090
H: 15.941 18.509 18.821  0.076
H: 15.106 17.781 20.152  0.089
H: 13.451 16.123 19.784  0.110
H: 13.477 15.245 18.205  0.058
H: 12.529 16.752 18.396  0.098
H: 13.748 18.146 17.028  0.116
H: 14.461 16.741 16.026  0.095
H: 15.454 18.206 16.636  0.120
H: 15.687 15.537 19.501  0.104
H: 16.703 16.489 18.693  0.125
H: 16.883 14.232 17.957  0.124
H: 16.336 15.186 16.601  0.139
H: 14.750 14.038 16.498  0.063
C: 11.454 15.267 16.543  -0.111
C: 10.876 14.610 15.357  -0.238
C: 11.761 13.448 15.014  -0.152
N: 11.347 12.697 13.813  -0.273
C: 10.053 12.079 14.069  0.015
C: 12.366 11.645 13.382  -0.079
C: 12.072 11.415 11.933  -0.123
C: 11.461 12.782 11.394  -0.124
C: 11.354 13.629 12.632  -0.108
H: 11.597 14.473 17.306  0.099
H: 10.814 15.957 17.074  0.079
H: 12.428 15.667 16.260  0.068
H: 10.895 15.298 14.456  0.113
H: 9.845 14.279 15.504  0.119
H: 11.740 12.710 15.857  0.157
H: 12.770 13.806 14.843  0.109
H: 9.853 11.358 13.271  0.117
H: 9.288 12.828 14.028  0.101
H: 10.077 11.676 15.059  0.106
H: 12.136 10.762 14.025  0.149
H: 13.373 12.005 13.555  0.112
H: 11.364 10.604 11.693  0.118
H: 13.010 11.320 11.386  0.105
H: 10.440 12.575 11.009  0.121
H: 11.954 13.278 10.576  0.073
H: 10.458 14.282 12.631  0.143
H: 12.269 14.273 12.801  0.133
C: 13.485 22.515 9.849  -0.412
O: 14.323 21.379 9.275  -0.153
O: 13.012 22.095 11.002  -0.203
C: 14.475 23.766 9.946  -0.540
F: 15.783 23.527 10.181  0.133
F: 14.344 24.527 8.834  0.103
F: 14.047 24.511 10.973  0.114
C: 14.105 21.231 7.892  -0.308
C: 15.043 20.181 7.269  -0.077
H: 14.870 19.154 7.459  0.036
H: 15.088 20.277 6.171  0.075
H: 16.076 20.343 7.618  0.080
H: 14.265 22.197 7.360  0.116
H: 13.001 20.927 7.755  0.128
H: 12.737 22.861 9.046  0.154
C: 15.627 13.932 13.883  -0.441
O: 15.019 12.949 13.016  -0.113
O: 14.862 14.436 14.814  -0.169
C: 16.867 13.175 14.397  -0.537
F: 16.563 12.615 15.593  0.120
F: 17.336 12.188 13.598  0.133
F: 17.890 13.963 14.698  0.148
C: 14.684 13.476 11.761  -0.266
C: 15.789 13.799 10.713  -0.054
H: 16.594 12.975 10.539  0.111
H: 15.246 13.897 9.742  0.076
H: 16.282 14.721 10.898  0.039
H: 14.235 14.465 11.912  0.080
H: 13.993 12.818 11.218  0.090
H: 15.989 14.687 13.177  0.148
C: 15.177 21.414 15.561  -0.619
F: 14.355 20.392 15.066  0.033
F: 16.281 21.379 14.834  0.146
F: 14.456 22.498 15.280  0.101
S: 15.465 21.278 17.399  0.470
O: 16.518 20.261 17.404  -0.351
O: 15.868 22.606 17.715  -0.288
O: 14.176 20.751 17.862  -0.343
C: 8.543 17.990 14.187  -0.721
F: 8.785 16.696 14.106  0.127
F: 8.976 18.564 13.084  0.135
F: 7.255 18.134 14.296  0.167
S: 9.453 18.702 15.679  0.450
O: 9.448 20.123 15.411  -0.323
O: 8.631 18.274 16.759  -0.280
O: 10.744 18.140 15.580  -0.303
C: 11.467 15.313 7.181  -0.697
F: 12.663 15.873 7.023  0.110
F: 10.917 15.914 8.289  0.062
F: 10.715 15.544 6.157  0.170
S: 11.687 13.504 7.517  0.426
O: 12.838 13.522 8.402  -0.356
O: 10.454 13.112 8.177  -0.336
O: 11.966 12.956 6.237  -0.301

Forces on atoms 1 to 3 (eV/Å):
0.0 1.2 0.9
-0.6 0.3 0.9
-0.3 0.5 -1.5

A 11-piece molecular cluster, C34H72N3O43S11 overall, computed with wB97M-V/def2-TZVPD.

ΔE to the lowest compared entry with this formula, charge and spin: 0.000 eV
LUMO level: -2.1 eV
Net charge: +1

Each line ends with the Löwdin charge.
CARTESIAN COORDINATES (ANGSTROEM)
C: -1.396 -1.395 3.941  -0.102
N: -0.544 -2.234 3.089  -0.075
C: -0.925 -2.222 1.706  -0.179
C: -0.451 -0.945 0.940  -0.194
C: -1.607 0.067 0.808  -0.132
N: -1.526 0.978 -0.349  -0.008
C: -0.162 1.051 -0.858  -0.152
C: 0.330 -0.284 -1.423  -0.373
C: 1.819 -0.313 -1.803  -0.130
C: 2.759 0.521 -0.904  -0.164
C: 2.869 1.990 -1.385  -0.213
C: 4.302 2.428 -1.705  -0.199
C: 4.407 3.960 -1.780  -0.170
C: 3.343 4.593 -2.651  -0.243
O: 3.578 5.987 -2.779  -0.177
C: 2.390 6.735 -2.652  -0.119
C: -0.468 -0.763 -2.683  -0.169
S: -0.730 0.529 -3.872  0.720
O: -1.832 1.344 -3.423  -0.338
O: 0.439 1.337 -4.114  -0.333
N: 0.091 -1.397 -0.399  0.163
H: -1.445 -1.768 4.962  0.068
H: -2.429 -1.368 3.585  0.088
H: -1.050 -0.355 3.911  0.051
H: 0.399 -1.881 3.207  0.109
H: -2.010 -2.312 1.621  0.123
H: -0.502 -3.052 1.118  0.110
H: 0.357 -0.454 1.481  0.154
H: -2.596 -0.393 0.806  0.129
H: -1.557 0.681 1.714  0.113
H: -2.126 0.641 -1.094  0.085
H: -0.119 1.839 -1.609  0.123
H: 0.473 1.402 -0.040  0.132
H: 1.975 0.033 -2.826  0.112
H: 2.190 -1.348 -1.794  0.130
H: 2.490 0.447 0.154  0.109
H: 3.749 0.071 -1.019  0.115
H: 2.189 2.132 -2.229  0.089
H: 2.488 2.648 -0.592  0.119
H: 4.620 1.998 -2.661  0.117
H: 4.954 2.030 -0.925  0.112
H: 4.445 4.383 -0.772  0.127
H: 5.369 4.181 -2.249  0.094
H: 3.369 4.101 -3.637  0.120
H: 2.326 4.452 -2.265  0.108
H: 1.624 6.414 -3.369  0.088
H: 2.615 7.791 -2.800  0.088
H: 1.955 6.635 -1.647  0.089
H: -1.471 -1.072 -2.371  0.116
H: 0.081 -1.607 -3.112  0.130
H: -1.109 0.003 -5.063  0.104
H: -0.540 -2.112 -0.775  0.163
H: 0.966 -1.893 -0.213  0.181
C: -1.888 -5.695 7.501  -0.146
C: -1.467 -5.688 6.047  -0.154
O: -2.687 -5.401 5.331  -0.190
S: -3.603 -4.438 6.207  0.589
O: -3.406 -3.093 5.786  -0.235
O: -4.903 -5.001 6.277  -0.213
O: -2.850 -4.630 7.598  -0.182
H: -2.381 -6.629 7.777  0.134
H: -1.057 -5.509 8.176  0.134
H: -1.055 -6.640 5.724  0.139
H: -0.758 -4.887 5.846  0.081
C: -2.396 -5.864 0.556  -0.156
C: -2.723 -7.034 -0.341  -0.141
O: -1.898 -6.819 -1.497  -0.173
S: -0.537 -6.112 -1.068  0.596
O: 0.463 -7.105 -0.938  -0.201
O: -0.358 -4.953 -1.882  -0.248
O: -0.990 -5.642 0.397  -0.268
H: -2.919 -4.962 0.226  0.130
H: -2.632 -6.058 1.600  0.142
H: -3.770 -7.072 -0.628  0.141
H: -2.437 -7.982 0.118  0.140
C: -4.273 1.817 5.205  -0.143
C: -3.877 3.263 5.419  -0.136
O: -2.481 3.208 5.754  -0.235
S: -1.801 2.003 4.982  0.576
O: -1.173 2.483 3.799  -0.220
O: -1.090 1.215 5.927  -0.220
O: -3.137 1.236 4.544  -0.200
H: -4.424 1.296 6.152  0.138
H: -5.160 1.708 4.587  0.138
H: -4.433 3.736 6.223  0.143
H: -3.987 3.850 4.505  0.139
C: 1.478 -1.280 8.668  -0.141
C: 1.042 -0.687 7.346  -0.154
O: 1.685 -1.524 6.360  -0.187
S: 1.787 -3.012 6.909  0.599
O: 0.696 -3.769 6.393  -0.239
O: 3.123 -3.465 6.767  -0.209
O: 1.476 -2.701 8.437  -0.180
H: 2.492 -0.978 8.934  0.136
H: 0.802 -1.031 9.481  0.140
H: 1.350 0.346 7.221  0.138
H: -0.036 -0.761 7.204  0.119
C: -4.546 0.593 -4.341  -0.191
C: -5.898 1.069 -4.826  -0.150
O: -6.374 -0.001 -5.650  -0.184
S: -5.853 -1.407 -5.086  0.608
O: -6.864 -1.987 -4.279  -0.209
O: -5.234 -2.112 -6.142  -0.225
O: -4.720 -0.808 -4.106  -0.201
H: -3.780 0.718 -5.109  0.120
H: -4.223 1.084 -3.430  0.115
H: -5.842 1.991 -5.398  0.138
H: -6.596 1.199 -3.995  0.136
C: 10.116 4.954 -2.103  -0.154
C: 8.870 5.649 -2.611  -0.156
O: 8.250 4.675 -3.462  -0.187
S: 8.529 3.207 -2.899  0.598
O: 7.408 2.783 -2.133  -0.229
O: 9.043 2.411 -3.950  -0.205
O: 9.703 3.595 -1.890  -0.183
H: 10.912 4.958 -2.849  0.136
H: 10.487 5.381 -1.175  0.136
H: 9.088 6.553 -3.172  0.138
H: 8.181 5.883 -1.797  0.134
C: -8.492 -0.212 -9.795  -0.163
C: -8.262 -1.258 -10.864  -0.163
O: -7.167 -2.035 -10.365  -0.183
S: -7.234 -2.104 -8.765  0.611
O: -7.861 -3.315 -8.376  -0.204
O: -5.977 -1.724 -8.236  -0.235
O: -8.283 -0.909 -8.561  -0.189
H: -7.762 0.598 -9.862  0.133
H: -9.497 0.202 -9.823  0.135
H: -8.007 -0.828 -11.829  0.136
H: -9.128 -1.914 -10.976  0.135
C: 2.944 -6.792 3.901  -0.152
C: 3.559 -7.567 2.753  -0.146
O: 2.507 -7.647 1.777  -0.171
S: 1.610 -6.335 1.847  0.592
O: 2.040 -5.414 0.850  -0.228
O: 0.255 -6.718 1.986  -0.216
O: 2.136 -5.794 3.258  -0.189
H: 2.295 -7.422 4.511  0.133
H: 3.688 -6.317 4.534  0.138
H: 3.879 -8.565 3.039  0.139
H: 4.399 -7.029 2.310  0.136
C: 2.027 2.373 -7.129  -0.174
C: 3.358 2.744 -6.507  -0.171
O: 4.308 2.535 -7.557  -0.183
S: 3.634 2.865 -8.972  0.604
O: 3.970 4.187 -9.357  -0.211
O: 3.846 1.759 -9.833  -0.211
O: 2.111 2.862 -8.470  -0.185
H: 1.895 1.289 -7.162  0.131
H: 1.189 2.829 -6.609  0.127
H: 3.606 2.131 -5.645  0.128
H: 3.386 3.799 -6.223  0.130
C: 1.060 7.373 7.245  -0.156
C: -0.279 7.879 6.753  -0.156
O: -0.673 6.918 5.762  -0.183
S: -0.138 5.469 6.170  0.609
O: -1.178 4.746 6.809  -0.218
O: 0.561 4.920 5.064  -0.210
O: 0.912 5.947 7.278  -0.183
H: 1.863 7.620 6.548  0.135
H: 1.312 7.746 8.234  0.137
H: -0.220 8.870 6.312  0.137
H: -1.026 7.878 7.549  0.135

Forces on atoms 1 to 3 (eV/Å):
-0.2 0.4 -0.3
-0.4 -0.2 0.2
0.9 0.5 -0.5

C34H75N3SbSi5Tl as an isolated structure, computed with wB97M-V/def2-TZVPD.

ΔE to the lowest compared entry with this formula, charge and spin: 0.000 eV
LUMO level: -0.5 eV

Each line ends with the Löwdin charge.
CARTESIAN COORDINATES (ANGSTROEM)
Tl: -0.176 0.077 -0.559  0.534
N: 2.239 0.013 -0.742  0.067
C: 3.371 -0.246 -0.746  -0.208
C: 4.742 -0.457 -0.676  -0.272
C: 5.375 -1.351 -1.576  -0.250
N: 5.868 -2.094 -2.309  0.128
C: 5.447 0.194 0.372  -0.255
N: 5.985 0.708 1.254  0.131
C: -1.455 -0.599 4.350  -0.154
C: 0.062 -0.747 4.485  -0.557
C: 0.527 -0.284 5.864  -0.135
Sb: 1.040 0.186 2.789  1.514
C: 2.895 -0.915 2.781  -0.555
C: 3.676 -1.012 4.087  -0.124
C: 2.556 -2.316 2.286  -0.179
C: 1.556 2.154 3.549  -0.559
C: 2.658 2.313 4.593  -0.127
C: 0.268 2.811 4.056  -0.159
H: -1.965 -1.116 5.169  0.083
H: -1.828 -1.013 3.413  0.025
H: -1.754 0.452 4.391  0.071
H: 0.321 -1.804 4.370  0.066
H: 0.192 0.733 6.073  0.056
H: 1.608 -0.313 5.983  0.052
H: 0.090 -0.930 6.633  0.082
H: 3.504 -0.404 2.031  0.046
H: 3.077 -1.468 4.878  0.065
H: 4.047 -0.056 4.443  0.050
H: 4.548 -1.655 3.931  0.085
H: 1.994 -2.872 3.042  0.070
H: 3.472 -2.877 2.082  0.088
H: 1.962 -2.300 1.371  0.031
H: 1.900 2.654 2.641  0.051
H: 2.384 1.875 5.551  0.065
H: 2.830 3.381 4.760  0.083
H: 3.607 1.887 4.276  0.058
H: -0.010 2.400 5.029  0.056
H: -0.580 2.663 3.389  0.038
H: 0.408 3.889 4.187  0.086
C: -2.785 -4.249 -3.252  -0.204
Si: -2.118 -2.504 -3.053  0.344
C: -3.616 -1.420 -2.709  -0.209
C: -1.313 -2.101 -4.706  -0.216
Si: -0.627 -2.453 -1.216  0.346
Si: -1.961 -3.061 0.614  0.301
C: -0.941 -3.496 2.118  -0.213
C: -3.099 -4.503 0.244  -0.218
C: -3.050 -1.594 1.058  -0.223
Si: 1.277 -3.652 -1.968  0.330
C: 0.678 -5.316 -2.586  -0.212
C: 2.606 -4.015 -0.719  -0.210
C: 1.985 -2.671 -3.391  -0.205
H: -3.565 -4.254 -4.021  0.044
H: -3.220 -4.635 -2.331  -0.004
H: -2.010 -4.947 -3.569  0.009
H: -4.092 -1.109 -3.643  0.042
H: -3.370 -0.521 -2.144  -0.023
H: -4.352 -1.983 -2.127  0.034
H: -2.044 -1.649 -5.382  0.037
H: -0.962 -3.028 -5.168  0.033
H: -0.458 -1.432 -4.636  0.007
H: -0.214 -4.286 1.912  0.036
H: -1.594 -3.835 2.928  0.046
H: -0.388 -2.625 2.470  -0.022
H: -2.540 -5.392 -0.061  0.036
H: -3.804 -4.261 -0.553  0.009
H: -3.680 -4.760 1.135  0.037
H: -2.460 -0.703 1.293  -0.019
H: -3.656 -1.828 1.939  0.044
H: -3.732 -1.335 0.242  0.022
H: 0.205 -5.897 -1.789  0.035
H: 1.538 -5.885 -2.951  0.040
H: -0.033 -5.228 -3.406  0.002
H: 2.218 -4.545 0.151  0.031
H: 3.112 -3.114 -0.377  0.002
H: 3.355 -4.651 -1.200  0.047
H: 1.362 -2.758 -4.283  0.013
H: 2.989 -3.028 -3.636  0.039
H: 2.070 -1.608 -3.144  0.014
C: -1.461 3.631 -3.811  -0.081
C: -0.725 2.448 -3.161  -0.625
C: 0.694 2.369 -3.750  -0.088
C: -1.437 1.169 -3.605  -0.132
Si: -0.653 2.597 -1.241  0.722
C: -2.385 2.959 -0.471  -0.627
C: -2.808 4.428 -0.632  -0.082
C: -3.463 2.073 -1.107  -0.100
C: -2.404 2.633 1.031  -0.112
C: 0.681 3.864 -0.693  -0.614
C: 0.466 4.252 0.770  -0.104
C: 0.617 5.148 -1.536  -0.084
C: 2.105 3.288 -0.777  -0.096
H: -1.407 3.526 -4.901  0.092
H: -1.023 4.597 -3.555  0.066
H: -2.517 3.659 -3.541  0.067
H: 0.619 2.167 -4.824  0.092
H: 1.281 1.560 -3.302  0.076
H: 1.254 3.295 -3.634  0.064
H: -1.385 1.090 -4.697  0.098
H: -2.488 1.138 -3.325  0.055
H: -0.958 0.275 -3.205  0.014
H: -2.833 4.748 -1.674  0.069
H: -2.148 5.106 -0.089  0.064
H: -3.816 4.560 -0.222  0.091
H: -3.633 2.293 -2.161  0.071
H: -4.411 2.234 -0.582  0.096
H: -3.219 1.011 -1.012  0.042
H: -1.759 3.293 1.604  0.048
H: -2.100 1.602 1.237  0.036
H: -3.424 2.755 1.414  0.095
H: -0.475 4.773 0.942  0.066
H: 1.273 4.924 1.084  0.099
H: 0.498 3.374 1.411  0.041
H: -0.369 5.616 -1.521  0.072
H: 0.895 4.981 -2.576  0.062
H: 1.330 5.872 -1.123  0.093
H: 2.203 2.366 -0.205  0.040
H: 2.804 4.017 -0.352  0.094
H: 2.430 3.079 -1.794  0.070

Forces on atoms 1 to 3 (eV/Å):
0.2 -0.1 -0.2
-0.2 -0.2 -0.2
0.4 0.2 0.1

| no. | strongest force on any atom (eV Å⁻¹) | HOMO level (hartree) | gap between HOMO and LUMO (eV) |
| --- | --- | --- | --- |
| 1 | 4.1 | -0.242 | 8.201 |
| 2 | 3.2 | -0.415 | 9.242 |
| 3 | 0.4 | -0.285 | 7.251 |